{
  "formula": "C4H9NO",
  "method": "ωB97M-V with the def2-TZVPD basis set",
  "homo_lumo_gap_ev": 9.5,
  "fmax_ev_per_a": 1.09,
  "homo_energy_ev": -8.474,
  "total_energy_ha": -287.7033,
  "symbols": ["C", "N", "C", "C", "O", "C", "H", "H", "H", "H", "H", "H", "H", "H", "H"],
  "positions_angstrom": [[1.77403, -1.01443, -0.22459], [0.68208, -0.27738, 0.38637], [0.28902, 0.95234, -0.37017], [-1.03298, 0.29145, -0.63548], [-2.27199, 0.96757, 1.32158], [-0.59055, -0.81233, -0.02213], [2.70842, -0.45467, -0.14314], [1.88588, -1.97166, 0.29335], [1.56539, -1.21555, -1.29132], [0.83380, 1.04669, -1.31342], [0.37454, 1.88642, 0.19965], [-1.93004, 0.61641, -1.13581], [-1.66578, 1.66795, 1.58630], [-1.71524, 0.16241, 1.28435], [-0.90658, -1.84523, 0.06447]],
  "forces_ev_per_a": [[0.29, -0.13, -0.02], [-0.03, -0.17, -0.15], [0.12, 0.27, -0.24], [0.25, -0.45, -0.67], [-0.31, 0.08, 1.04], [0.13, -0.23, -0.86], [-0.05, -0.08, 0.06], [0.07, 0.10, -0.08], [0.14, 0.03, 0.14], [0.25, 0.05, 0.15], [-0.17, -0.21, -0.09], [0.03, -0.12, 0.14], [-0.10, -0.07, 0.14], [-0.59, 0.83, 0.23], [-0.04, 0.09, 0.22]],
  "mulliken_charge": [-0.97, -0.15, -0.35, -0.06, -0.68, -0.77, 0.31, 0.32, 0.37, 0.27, 0.27, 0.30, 0.31, 0.44, 0.41]
}